8
Properties=species:S:1:pos:R:3 method="wB97M-V/def2-TZVPD" lumo_ev=-0.17 de_lowest_ev=1.413 gap_ha=0.3846 homo_ev=-10.6 smiles="N#CCC=O"
O -2.1030 0.5532 -0.2385
N 2.3130 -0.1050 0.1156
C 1.3468 -0.0254 -0.5170
C 0.0135 -0.4992 -0.0483
C -0.9367 0.6594 0.0250
H 0.1728 -0.8848 0.9758
H -0.3295 -1.3137 -0.6736
H -0.4770 1.6156 0.3610